(1)
17
Properties=species:S:1:pos:R:3 method="wB97M-V/def2-TZVPD" homo_lumo_gap_ev=9.09 relative_energy_ev=2.493 total_charge=0 largest_force_ev_per_a=4.19 e_lumo_ev=0.07 multiplicity=1
C 1.23848 0.30527 -1.20422
C 2.23391 0.27892 -2.40552
C -1.78543 -0.46706 1.03161
N -0.19396 -0.01027 -1.07526
N -2.20919 -0.16761 2.33522
O 1.71251 1.46572 -1.86242
O 1.60815 0.14903 0.14565
P -0.02714 0.26691 0.70488
I 4.37834 -0.00057 -1.97244
I -0.94403 -2.66758 1.09403
H 2.03824 0.07295 -3.48549
H -2.51172 -0.43089 0.26310
H -1.01340 -0.13822 -1.74647
H -1.38836 -0.21789 2.91746
H 0.25594 0.10855 2.03775
H -3.14103 -0.22921 2.61871
H -0.25131 1.68192 0.60340

(2)
13
Properties=species:S:1:pos:R:3 method="wB97M-V/def2-TZVPD" homo_lumo_gap_ev=9.49 relative_energy_ev=2.220 total_charge=0 largest_force_ev_per_a=4.34 e_lumo_ev=0.41 multiplicity=1 smiles="[H]/N=N/[C@@H](C)CI"
H 0.49062 3.06110 -0.28369
N -0.12419 2.21984 -0.53385
N 0.65398 1.34596 -0.11018
C 0.30109 -0.12434 -0.27075
C 0.76477 -0.77398 0.94008
C -1.08990 -0.58832 -0.71697
I -2.54422 0.06461 0.74225
H 0.99987 -0.48669 -0.98513
H 1.34925 -1.77945 0.71311
H 1.61618 -0.12289 1.29089
H -0.06042 -1.06090 1.64428
H -0.98348 -1.69114 -0.77771
H -1.37355 -0.06380 -1.65233